62
Properties=species:S:1:pos:R:3 method="wB97M-V/def2-TZVPD" e_tot_ha=-17304.93855 total_charge=-1
C 6.213 1.408 1.501
C 5.190 1.428 0.365
C 3.728 1.447 0.836
C 3.127 2.847 1.062
Ga 1.169 2.865 0.509
C 0.086 1.614 1.732
O -0.728 0.689 0.951
O -0.309 -0.669 1.233
H 6.336 2.392 1.959
H 5.903 0.702 2.275
H 7.196 1.085 1.150
H 5.359 0.538 -0.252
H 5.369 2.298 -0.274
H 3.642 0.857 1.755
H 3.139 0.914 0.078
H 3.171 3.098 2.127
H 3.697 3.594 0.499
H 1.113 2.179 -0.957
H 0.495 4.338 0.538
H 0.730 1.007 2.372
H -0.615 2.140 2.394
H 0.033 -0.911 0.361
C -3.294 -2.111 3.058
Cl -3.629 -1.227 1.588
Cl -2.771 -0.988 4.316
Cl -4.756 -2.959 3.607
Cl -2.023 -3.309 2.779
C 2.770 3.719 -4.065
Cl 3.957 4.856 -4.747
Cl 2.294 2.564 -5.328
Cl 3.483 2.833 -2.738
Cl 1.357 4.607 -3.515
C -4.511 2.986 0.868
Cl -4.816 3.867 -0.641
Cl -4.205 4.151 2.163
Cl -5.966 2.044 1.275
Cl -3.142 1.918 0.692
C -4.975 -5.244 7.322
Cl -4.689 -4.089 8.627
Cl -3.692 -5.122 6.130
Cl -5.021 -6.882 7.991
Cl -6.528 -4.885 6.555
C 0.775 -1.004 -7.122
Cl 0.267 -0.888 -5.437
Cl 1.426 0.554 -7.626
Cl 2.046 -2.222 -7.256
Cl -0.607 -1.446 -8.127
C -10.293 1.532 0.414
Cl -9.378 1.930 -1.038
Cl -11.337 0.140 0.094
Cl -9.178 1.145 1.721
Cl -11.292 2.914 0.880
C 4.885 -1.569 -3.314
Cl 3.451 -1.313 -4.310
Cl 5.883 -0.118 -3.322
Cl 4.381 -1.943 -1.668
Cl 5.811 -2.933 -3.967
C 1.851 -5.470 -1.617
Cl 1.831 -4.977 0.079
Cl 1.803 -4.044 -2.643
Cl 3.334 -6.379 -1.944
Cl 0.451 -6.497 -1.947